Density functional theory data (ωB97M-V/def2-TZVPD) for a molecular structure, C23H48NOP3STb at a distorted geometry.

XYZ file:
```
78
Properties=species:S:1:pos:R:3:lowdin_charge:R:1
Tb -0.057 -0.364 0.122 1.2093
P -1.832 1.796 0.396 0.6959
P -2.337 -1.629 1.284 0.7143
P 1.589 1.436 -1.219 0.6971
H -1.215 -2.717 -1.657 0.0871
C -0.186 -2.338 -1.663 -0.1020
C 0.758 -2.665 -0.720 -0.1123
H 0.554 -3.364 0.101 0.0832
C -2.872 1.834 -1.111 -0.2326
C -3.091 2.017 1.706 -0.2430
C -1.088 3.467 0.415 -0.2436
C -2.057 -3.432 1.367 -0.2452
C -2.936 -1.384 3.003 -0.2416
C -3.923 -1.561 0.390 -0.2511
C 2.994 0.440 -1.831 -0.2978
C 2.535 2.849 -0.534 -0.2337
C 0.796 2.281 -2.638 -0.2737
H 0.101 -1.861 -2.603 0.0115
H 1.817 -2.373 -0.821 0.0897
H -3.533 2.709 -1.061 0.0786
H -3.479 0.920 -1.174 0.0396
H -2.237 1.899 -2.003 0.0452
H -3.667 2.923 1.471 0.0781
H -2.599 2.161 2.679 0.0498
H -3.771 1.159 1.764 0.0277
H -1.895 4.204 0.517 0.0754
H -0.516 3.671 -0.496 0.0204
H -0.415 3.549 1.280 0.0607
H -3.024 -3.939 1.499 0.0774
H -1.403 -3.656 2.220 0.0677
H -1.566 -3.788 0.453 0.0278
H -3.766 -2.078 3.199 0.0815
H -3.290 -0.360 3.167 0.0314
H -2.125 -1.586 3.715 0.0497
H -4.603 -2.305 0.828 0.0739
H -3.755 -1.798 -0.667 0.0551
H -4.372 -0.562 0.453 0.0386
H 3.560 1.005 -2.579 0.0752
H 2.663 -0.507 -2.278 -0.0281
H 3.655 0.207 -0.985 0.0631
H 3.139 3.286 -1.342 0.0787
H 3.204 2.492 0.261 0.0604
H 1.860 3.613 -0.128 0.0427
H 1.570 2.752 -3.257 0.0770
H 0.113 3.060 -2.272 0.0325
H 0.209 1.590 -3.261 0.0054
C 1.646 -1.244 -6.116 -0.6249
C 1.093 -0.673 -7.277 -0.1007
C 1.096 -1.392 -8.470 -0.0572
C 1.689 -2.659 -8.523 -0.0460
C 2.375 -3.160 -7.407 -0.0588
C 2.378 -2.442 -6.210 -0.1086
S 1.447 -0.476 -4.562 0.8391
H 0.257 -1.021 -4.146 -0.1153
H 0.635 0.311 -7.206 0.1045
H 0.612 -0.967 -9.352 0.1200
H 1.611 -3.261 -9.429 0.1201
H 2.888 -4.122 -7.465 0.1174
H 2.902 -2.805 -5.330 0.0981
O 0.557 -0.178 2.133 -0.2693
C 0.646 -0.018 3.405 -0.3718
C 1.833 -0.515 4.145 -0.0808
C 2.603 0.548 4.937 -0.1630
C 1.940 1.009 6.237 -0.1903
C 0.570 1.641 6.064 -0.1728
C -0.480 0.681 5.512 -0.1301
N -0.374 0.542 4.048 0.1318
H 1.469 -1.311 4.820 0.1551
H 2.493 -0.963 3.387 0.1351
H 3.570 0.106 5.199 0.1311
H 2.812 1.416 4.295 0.1283
H 1.872 0.156 6.931 0.1321
H 2.600 1.751 6.703 0.1310
H 0.212 1.987 7.042 0.1332
H 0.637 2.526 5.415 0.1273
H -0.403 -0.304 6.002 0.1428
H -1.475 1.084 5.728 0.1363
H -1.216 0.701 3.497 0.1093
```

Calculated values
**Molecular weight**: 638.6 Da
**Charge**: +3
**Spin multiplicity**: 7
**Expectation value of S²**: 12.6079
**LUMO energy (spin up / spin down)**: -10.42 / -9.87 eV
**Kohn-Sham gap (spin up / spin down)**: 4.6910 / 5.2417 eV